56
Properties=species:S:1:pos:R:3:forces:R:3 method="wB97M-V/def2-TZVPD" largest_force_ev_per_a=6.99 homo_ev="0.08 / -3.35" multiplicity=2 s2=0.75 total_charge=-2
Hf 0.02825 -0.91386 0.23110 0.316 2.721 -2.328
C -3.79255 0.22427 3.18632 2.051 0.529 -1.756
F -4.45785 0.36376 1.97926 0.247 -0.916 1.873
F -3.04438 1.34895 3.27070 -0.357 -0.831 0.349
F -4.60323 0.18232 4.21981 -0.461 -0.222 -0.268
S -2.54847 -1.30707 3.15239 0.269 -3.383 1.509
O -3.37686 -2.56349 3.02382 0.974 2.975 -0.354
O -1.69327 -1.06029 1.96033 -1.502 -0.168 1.690
O -1.83658 -1.36655 4.48932 -1.258 1.275 -3.021
C -1.93685 1.14505 -3.80202 1.070 1.018 0.150
F -2.17740 0.72906 -5.09147 0.318 1.045 1.213
F -2.00075 2.51693 -3.65438 0.087 -1.899 -1.081
F -2.93545 0.68368 -3.06892 -0.507 -0.647 0.362
S -0.17848 0.54126 -3.21050 6.489 1.972 -1.706
O 0.30318 -0.54062 -4.08954 -2.274 0.891 0.227
O 0.74341 1.74261 -3.31998 -4.045 -2.895 -0.018
O -0.27355 0.01792 -1.84974 -1.681 0.047 0.272
C 4.43658 -2.39496 -1.50451 -1.694 1.339 -0.993
F 4.76528 -1.56473 -0.52983 0.344 -0.235 0.989
F 5.37310 -2.19928 -2.44835 -0.020 -1.247 0.235
F 4.40203 -3.66600 -1.01789 0.421 0.788 -0.616
S 2.78270 -1.75986 -2.30746 -2.011 1.502 -1.349
O 3.04931 -0.45465 -2.82640 1.384 -0.328 0.579
O 2.40883 -2.71774 -3.30045 0.951 -1.864 -0.452
O 1.69130 -1.71147 -1.32169 0.095 -0.723 2.075
C 2.85142 3.06800 1.11208 -1.521 -1.562 -2.187
F 1.71526 3.77250 1.24646 0.792 -0.332 0.492
F 3.83394 3.90628 0.82509 0.481 0.276 0.418
F 3.12443 2.37280 2.22209 0.064 0.536 0.524
S 2.64753 1.80372 -0.34314 -1.401 -0.945 -2.848
O 3.82159 0.94143 -0.33237 0.394 0.927 0.998
O 1.44338 0.96527 -0.06091 1.024 1.201 0.913
O 2.45729 2.60906 -1.54892 0.900 -0.222 2.478
C -3.28622 2.68186 0.02970 2.297 0.171 1.149
F -3.91659 3.00802 1.17836 -0.112 0.375 -0.758
F -3.75461 1.53764 -0.37850 -0.877 -0.955 -0.647
F -3.45831 3.59909 -0.91121 -0.546 0.217 0.268
S -1.39742 2.51439 0.36123 4.725 1.884 -2.188
O -1.11550 3.30051 1.57090 -1.313 -1.113 -0.842
O -1.07856 1.08283 0.48113 -1.484 -0.524 1.226
O -0.65604 3.00094 -0.84604 -2.912 -0.325 2.237
O -2.37889 -0.91778 -0.62950 0.040 -0.792 -0.075
H -3.30373 -0.97095 -0.38852 -0.184 0.119 0.607
H -2.35031 -1.21563 -1.53873 0.294 0.216 -0.466
O -0.57204 -2.98532 -0.77886 -0.236 -0.271 0.482
H -0.36724 -3.53536 -1.53500 0.674 0.411 -0.580
H -1.28605 -3.44325 -0.33533 -0.448 -0.004 0.398
O 0.37366 -2.73643 1.73798 0.270 -0.510 0.179
H 0.86050 -3.50223 1.43339 0.297 -0.160 -0.466
H 0.21008 -2.90922 2.66513 -0.522 0.425 0.364
O 0.59131 0.13995 2.48197 0.369 -0.138 0.383
H 0.29791 0.88150 3.01136 -0.475 0.581 -0.069
H 1.14496 -0.37181 3.07173 0.164 -0.031 0.158
O 2.48802 -1.23168 1.12490 -0.286 -0.790 0.803
H 3.40083 -1.07617 0.88237 0.302 0.683 -0.734
H 2.53131 -1.56543 2.02099 0.025 -0.092 0.202

=====

23
Properties=species:S:1:pos:R:3:forces:R:3 method="wB97M-V/def2-TZVPD" largest_force_ev_per_a=4.90 homo_ev=-17.65 multiplicity=1 total_charge=+2
C 0.89866 -0.34939 0.74675 -0.604 -0.826 -0.439
C 1.50688 3.76353 1.00995 -0.248 -0.571 -4.862
C -2.41098 -0.88456 0.65556 -2.210 0.901 -1.517
C 0.72486 -2.11661 -0.98169 0.866 -1.758 -3.257
C -0.36086 -0.00847 -1.39260 -2.241 -0.839 -0.664
N 1.34467 0.83203 0.71731 -0.512 -1.518 -1.209
N 1.88528 1.76551 0.33009 0.370 3.256 0.876
N -1.15119 -1.52784 0.33751 -1.668 -2.824 1.764
N -0.08236 -1.02081 -0.33000 2.497 1.529 0.967
H 1.18253 -1.02742 1.52827 0.078 -0.104 0.330
H 0.50154 3.89368 0.70650 -1.070 -0.236 -0.131
H 1.71269 3.66783 1.97263 1.131 -0.721 4.214
H 2.19832 4.21845 0.31428 0.427 -0.221 0.153
H -2.30675 -0.08027 1.40995 -0.256 -0.266 -0.424
H -2.93955 -0.52596 -0.31090 1.019 -0.214 1.637
H -3.16420 -1.67285 1.02338 1.596 0.968 -0.323
H 0.16219 -2.47179 -1.95422 0.561 0.877 2.038
H 1.71318 -1.71386 -1.43938 -1.544 -0.444 1.405
H 0.87221 -3.08275 -0.42406 -0.205 1.481 0.166
H -1.19678 -0.37780 -2.04960 0.003 0.420 1.357
H -0.57022 0.95112 -0.90585 0.161 -0.199 -0.773
H 0.37419 -0.15529 -2.14857 1.422 1.021 0.011
H -0.89432 -2.07646 1.18469 0.426 0.288 -1.321

=====

75
Properties=species:S:1:pos:R:3:forces:R:3 method="wB97M-V/def2-TZVPD" largest_force_ev_per_a=0.04 homo_ev=-5.79 multiplicity=1
Pt 1.45020 0.62548 -2.70875 -0.016 0.009 -0.003
C 4.93432 3.24177 -4.16146 -0.006 -0.003 -0.005
C 3.57461 2.71987 -3.77189 -0.015 0.007 0.003
S 3.56575 1.03256 -3.27031 0.015 -0.006 0.004
C 2.44750 3.43560 -3.78511 0.014 -0.006 -0.008
C 2.36453 4.87862 -4.19357 -0.001 -0.003 0.002
S 0.90976 2.72513 -3.31073 -0.008 0.007 0.003
H 5.64354 2.41862 -4.25239 0.000 -0.002 -0.001
H 5.32980 3.93476 -3.41460 0.003 -0.002 0.003
H 4.90794 3.75956 -5.12179 0.001 0.004 0.003
H 3.33824 5.27100 -4.48454 0.000 0.001 -0.001
H 1.98409 5.49145 -3.37243 -0.001 0.002 0.000
H 1.67878 5.00575 -5.03485 -0.002 0.001 0.000
O -0.60720 0.19056 -2.14615 -0.003 0.003 0.009
P -1.27567 0.24403 -0.79945 0.013 0.002 -0.004
C -0.84885 -1.24316 0.17300 0.000 -0.006 0.003
P 0.34713 -1.10191 1.53182 0.040 0.007 -0.004
O 1.61897 -0.41572 1.20061 -0.030 -0.005 0.014
C -0.57469 -0.28080 2.84862 -0.005 0.001 -0.001
C -1.80006 -0.75758 3.31175 0.007 0.002 -0.011
C -2.49277 -0.05991 4.28732 0.002 0.001 0.009
C -1.95935 1.11318 4.80895 -0.002 -0.006 -0.002
C -0.73399 1.58139 4.36082 -0.001 -0.001 -0.003
C -0.03937 0.88579 3.38099 0.006 0.001 0.009
C 0.61250 -2.81070 2.05835 -0.013 -0.005 0.012
C 1.85025 -3.08916 2.63560 -0.002 -0.007 -0.005
C 2.13331 -4.36578 3.09569 0.001 0.003 -0.005
C 1.18546 -5.37265 2.97817 -0.004 0.000 -0.002
C -0.04350 -5.10571 2.39290 -0.002 0.001 0.009
C -0.33064 -3.82816 1.93476 0.001 0.003 -0.002
C -3.05473 0.12217 -1.04733 -0.008 0.016 -0.009
C -3.54194 0.43669 -2.31248 0.002 -0.008 -0.001
C -4.90620 0.37844 -2.56058 -0.001 0.008 0.000
C -5.78235 0.01331 -1.54983 0.001 -0.007 0.004
C -5.29969 -0.29685 -0.28433 -0.004 0.004 -0.001
C -3.93855 -0.24334 -0.03293 0.005 -0.002 -0.003
C -0.96437 1.73201 0.15787 0.007 0.002 -0.009
C 0.33686 2.23133 0.23057 -0.007 -0.006 -0.006
C 0.58586 3.39995 0.93231 -0.002 0.004 -0.003
C -0.44951 4.06663 1.56964 0.001 -0.001 0.007
C -1.74494 3.57166 1.50328 -0.001 -0.002 -0.004
C -2.00546 2.41190 0.79238 -0.003 0.001 -0.007
H -0.45536 -1.95940 -0.55392 -0.010 0.003 0.003
H -1.77410 -1.66089 0.57480 0.015 -0.005 -0.003
H -2.21282 -1.68307 2.92343 0.001 -0.005 0.005
H -3.44354 -0.43150 4.64711 -0.002 0.000 -0.001
H -2.50206 1.65917 5.56981 -0.001 0.001 0.001
H -0.32002 2.49541 4.76616 0.001 0.000 0.001
H 0.91077 1.24532 3.00777 0.000 0.000 -0.001
H 2.58641 -2.29789 2.70735 0.003 0.001 0.001
H 3.09706 -4.57693 3.54028 0.001 -0.001 0.003
H 1.40894 -6.37042 3.33286 0.001 -0.001 -0.001
H -0.77816 -5.89331 2.28764 0.001 0.000 0.000
H -1.29240 -3.64018 1.47287 0.002 -0.001 -0.001
H -2.84630 0.71777 -3.09299 0.000 0.000 -0.001
H -5.28309 0.62000 -3.54547 0.000 0.000 -0.001
H -6.84576 -0.03036 -1.74610 -0.001 -0.002 0.000
H -5.98430 -0.57789 0.50518 0.000 0.000 0.001
H -3.57167 -0.46895 0.96320 -0.003 0.003 -0.002
H 1.14752 1.72083 -0.27078 0.006 -0.007 -0.007
H 1.59378 3.79198 0.96594 0.001 0.001 0.001
H -0.24988 4.98223 2.11237 0.000 0.001 0.000
H -2.55594 4.09577 1.99179 -0.001 -0.001 0.001
H -3.02255 2.05061 0.72352 -0.001 0.001 0.002
Br 2.65125 -5.66265 -0.60183 0.000 -0.003 0.001
C 2.36040 -3.90868 -1.22696 -0.003 0.005 0.016
C 1.36604 -3.66603 -2.16275 0.003 -0.009 -0.002
C 1.18132 -2.36531 -2.58607 0.004 0.014 -0.014
N 1.91039 -1.34293 -2.12100 0.017 -0.002 0.018
C 2.87107 -1.59104 -1.22708 -0.014 -0.013 0.002
C 3.13221 -2.86699 -0.75396 -0.001 0.010 -0.012
H 0.75668 -4.46459 -2.55957 0.000 -0.001 0.000
H 0.42278 -2.10968 -3.31349 -0.003 0.001 0.001
H 3.42646 -0.73261 -0.87887 -0.001 0.000 -0.002
H 3.90926 -3.02557 -0.02113 0.001 0.000 -0.004

=====

92
Properties=species:S:1:pos:R:3:forces:R:3 method="wB97M-V/def2-TZVPD" largest_force_ev_per_a=2.78 homo_ev=-3.00 multiplicity=1 total_charge=-1
La -0.00037 -0.56199 -1.57269 -0.421 -0.947 -0.548
Cl 2.21724 -2.68283 -1.13803 0.808 0.096 0.084
C 3.42104 -1.40418 -0.88936 0.003 0.504 -0.103
C 4.22543 -1.46983 0.23695 0.050 -0.392 0.290
C 5.13520 -0.44748 0.51643 -0.060 -0.097 0.257
C 5.21549 0.63095 -0.35880 0.187 0.270 -0.020
C 4.42360 0.68656 -1.49352 -0.276 -0.675 -0.296
Cl 4.64124 1.99303 -2.63064 0.216 -0.151 0.227
C 3.48424 -0.33098 -1.82457 0.035 -0.311 0.285
S 2.49978 -0.30071 -3.24477 0.155 -0.112 -0.114
H 4.14198 -2.35189 0.88418 0.031 0.480 -0.201
H 5.75976 -0.47299 1.42610 -0.402 -0.062 -0.636
H 5.91828 1.44463 -0.18405 -0.139 -0.180 0.018
C -2.42852 3.68950 -1.67803 0.202 -0.962 0.343
N -2.32911 3.01446 -2.96318 -0.384 0.228 -0.434
C -2.14246 1.68410 -3.12949 0.336 -1.284 1.578
N -1.94134 1.22691 -4.39968 -0.269 0.355 -0.154
O -2.18340 0.87372 -2.15565 0.000 1.213 -1.012
H -1.43144 3.93028 -1.27939 -0.233 0.128 -0.123
H -2.89005 2.98054 -0.97546 0.102 0.293 -0.182
H -3.05694 4.58141 -1.74862 0.186 -0.147 -0.119
H -2.22458 3.59384 -3.77924 0.031 -0.074 0.039
H -1.46692 1.83809 -5.04548 0.016 -0.080 0.063
H -1.71943 0.24359 -4.49302 0.049 0.078 0.275
C 1.92781 -1.33576 3.16142 -0.283 0.118 0.378
C 0.81322 -0.27117 2.91821 0.361 0.421 0.883
C 1.47728 0.86426 2.08861 -0.034 -0.189 0.117
C 0.41185 0.35941 4.28561 0.352 -0.241 -0.021
P -0.60272 -1.09545 1.99478 0.129 -0.321 -1.470
N -0.22042 -1.40883 0.53442 0.150 0.286 -0.297
C -2.12184 0.02420 1.98943 -0.687 0.301 0.416
C -3.18112 -0.44152 0.92879 0.132 -0.293 0.120
C -2.85672 0.10509 3.34314 -0.037 -0.194 0.402
C -1.70474 1.47431 1.60301 -0.272 -0.197 0.003
C -1.02098 -2.74735 2.78276 -0.162 -0.665 1.046
C -2.38209 -3.24919 2.21402 0.159 -0.051 0.286
C -1.11635 -2.75442 4.33087 -0.218 -0.119 -0.177
C 0.05713 -3.81481 2.39201 -0.006 0.050 0.045
H 2.85201 -0.83332 3.49427 -0.298 0.006 -0.173
H 2.15919 -1.90206 2.24970 -0.161 0.152 0.234
H 1.64384 -2.02190 3.98091 0.158 0.206 -0.494
H 2.38077 1.20206 2.63254 -0.311 -0.208 -0.126
H 0.83904 1.74613 1.95573 0.127 -0.335 -0.020
H 1.78446 0.51715 1.09954 -0.060 0.019 0.213
H 1.34589 0.74545 4.74359 -0.467 -0.082 -0.093
H -0.02194 -0.38060 4.99140 0.124 0.547 -0.435
H -0.27547 1.21254 4.13591 0.346 -0.458 0.229
H -3.69403 -1.37997 1.21593 0.296 0.678 -0.100
H -2.75746 -0.62235 -0.07026 -0.018 0.210 0.372
H -3.95376 0.34535 0.83426 0.349 -0.253 0.064
H -3.36602 -0.84825 3.59782 0.381 0.525 -0.099
H -3.65172 0.85903 3.25174 0.141 -0.030 0.156
H -2.18213 0.38878 4.18429 -0.604 -0.194 -0.595
H -1.07394 1.49946 0.70049 -0.180 0.045 0.323
H -1.19134 1.99143 2.42804 -0.095 -0.207 -0.322
H -2.63655 2.04039 1.40294 0.410 -0.209 0.020
H -3.23057 -2.65979 2.60657 0.424 -0.332 -0.169
H -2.52595 -4.29899 2.55991 0.084 0.595 -0.339
H -2.38798 -3.20081 1.11207 0.009 -0.144 0.440
H -1.87823 -2.05292 4.71060 0.314 -0.264 -0.091
H -0.14513 -2.51357 4.78393 -0.351 -0.109 -0.026
H -1.40259 -3.77673 4.64705 0.123 0.412 -0.001
H 0.32621 -3.68886 1.32829 -0.082 -0.145 0.436
H -0.35787 -4.83936 2.56638 0.182 0.761 -0.179
H 0.97447 -3.73569 3.01592 -0.644 -0.006 -0.488
C -1.61305 -4.23507 -2.31891 -0.340 -1.462 -0.145
Si -1.66511 -2.61216 -3.20845 1.392 2.098 1.181
C -3.43768 -2.03490 -3.22557 -1.174 -0.365 -0.542
C -1.19198 -2.93202 -4.95102 0.168 -1.211 -1.640
H -2.46840 -4.83186 -2.70667 0.339 -0.157 0.298
H -1.72924 -4.13538 -1.23066 0.097 -0.023 -0.263
H -0.67469 -4.79726 -2.54063 -0.592 0.386 0.232
H -4.00567 -2.85496 -3.70663 -0.276 0.234 0.107
H -3.60469 -1.12563 -3.83892 0.121 -0.386 0.428
H -3.86147 -1.87927 -2.22077 0.164 0.066 -0.305
H -1.88892 -3.69341 -5.36895 0.330 0.161 -0.160
H -0.15773 -3.35356 -5.01415 -0.734 0.364 0.028
H -1.24187 -2.06058 -5.62253 0.061 -0.148 0.258
Cl 4.43260 7.07114 -1.05902 0.341 0.616 -0.035
C 3.42819 5.69331 -1.28843 -0.122 -0.497 0.123
C 3.55322 4.65156 -0.37636 0.181 0.244 0.298
C 2.73891 3.54897 -0.51134 -0.725 -0.449 -0.477
C 1.84432 3.47239 -1.59943 -0.204 0.085 0.191
C 1.74500 4.53666 -2.51749 -0.264 -1.056 0.249
C 2.53639 5.65634 -2.35218 0.126 0.443 0.066
C 0.98237 2.21852 -1.77115 0.751 0.576 -0.546
O 0.39573 2.02274 -2.85121 -0.044 0.355 0.454
O 0.98073 1.39511 -0.80352 0.355 1.707 0.487
H 4.27440 4.71859 0.44818 -0.326 0.035 -0.441
H 2.79601 2.71678 0.20208 -0.081 0.343 -0.420
H 1.04877 4.43052 -3.36368 0.392 0.091 0.500
H 2.46167 6.52336 -3.00923 0.054 -0.303 0.087

=====

11
Properties=species:S:1:pos:R:3:forces:R:3 method="wB97M-V/def2-TZVPD" largest_force_ev_per_a=3.93 homo_ev=-2.39 multiplicity=1 total_charge=-1
S -3.91788 -1.22767 -0.52582 0.183 0.992 -0.014
H -4.11088 -2.52203 -0.50426 -0.133 -0.965 0.023
C 0.21534 -0.49477 0.09483 -1.217 -0.098 3.732
C 1.24715 0.46799 0.49588 0.212 1.211 -0.824
C 1.52222 1.60484 -0.17179 1.060 -0.202 0.724
H 0.13604 -0.70435 -0.89488 -0.217 0.149 -3.149
H -0.77780 -0.08003 0.45826 0.725 -1.364 -0.287
H 0.53024 -1.48992 0.49681 -0.952 0.714 0.332
H 1.73984 0.25611 1.44694 0.795 -0.226 -0.632
H 2.54480 1.97664 -0.10691 -0.333 0.692 0.789
H 0.87093 2.21319 -0.78906 -0.122 -0.904 -0.694

=====

16
Properties=species:S:1:pos:R:3:forces:R:3 method="wB97M-V/def2-TZVPD" largest_force_ev_per_a=0.35 homo_ev=-7.51 multiplicity=1
C -1.67746 -1.03240 -0.23764 -0.135 -0.167 -0.035
O -0.82947 -0.00226 0.24369 -0.098 0.119 -0.070
C -0.88231 1.53815 -0.65071 0.048 0.088 0.340
C 0.61066 1.51893 -0.25835 0.179 -0.014 -0.078
C 0.57082 0.00308 -0.20154 0.193 -0.061 -0.026
C 1.46286 -0.78310 0.72834 0.004 -0.001 0.045
H -1.48627 -1.95334 0.32330 -0.007 0.100 -0.104
H -1.52546 -1.18194 -1.31088 -0.012 0.047 0.116
H -2.69957 -0.69520 -0.05932 0.118 -0.089 -0.037
H -1.44966 2.11289 0.10171 0.075 -0.067 -0.098
H 0.89046 1.93094 0.72483 -0.105 -0.037 -0.159
H 1.28172 1.92667 -1.02017 -0.114 -0.096 0.073
H 0.58595 -0.40587 -1.21893 -0.041 0.038 0.128
H 1.18570 -1.84388 0.73649 0.039 0.157 0.003
H 1.40613 -0.39602 1.74979 0.004 -0.026 -0.140
H 2.50078 -0.71311 0.38475 -0.150 0.009 0.041

=====

14
Properties=species:S:1:pos:R:3:forces:R:3 method="wB97M-V/def2-TZVPD" largest_force_ev_per_a=8.30 smiles="CC#[N+]C(C)=[NH2+]" homo_ev=-22.51 multiplicity=1 total_charge=+2
C -2.68192 0.15198 0.00668 -8.289 -0.457 0.131
C -1.45586 0.53727 -0.10679 3.139 -0.961 0.284
N -0.35756 0.24267 -0.02004 3.216 1.885 -0.358
C 1.01108 0.30453 -0.02999 1.226 0.163 0.065
C 1.68410 -0.98346 -0.05229 0.626 -0.825 -0.012
N 1.62225 1.44122 -0.00039 -0.458 -0.149 0.011
H -2.76181 -0.88837 0.37272 0.362 0.244 -0.062
H -3.30286 0.79378 0.66608 0.278 -0.075 -0.046
H -3.26200 0.20066 -0.93958 0.290 0.015 0.041
H 1.24086 -1.65902 -0.79258 -0.028 0.196 -0.070
H 2.75484 -0.89103 -0.23400 -0.061 0.068 -0.019
H 1.55445 -1.50598 0.90665 -0.107 0.191 0.077
H 2.64372 1.47616 0.01389 -0.072 -0.180 -0.057
H 1.16286 2.35175 0.02360 -0.124 -0.115 0.014